Record 1
The following is a DFT calculation (ωB97M-V with the def2-TZVPD basis set) of a molecular structure, C47H44BrN3O4RuS3Si at a distorted geometry.

Kohn-Sham gap ... 7.41 eV
Total charge ... +2
Molar mass ... 1020.15 g mol⁻¹
E_tot ... -175110.212 eV

Each line ends with the Löwdin charge.
Geometry (Å):
1 Ru -0.2919 0.6537 0.3758  0.97
2 Br -1.2037 2.0142 3.6602  0.94
3 C 0.3435 0.9758 3.4516  -0.67
4 C 1.2338 0.9708 4.5263  -0.07
5 C 2.3473 0.1633 4.4690  0.00
6 C 2.5251 -0.6487 3.3546  0.04
7 C 1.5981 -0.5745 2.3428  -0.22
8 N 0.5281 0.2432 2.3563  -0.04
9 C 1.7378 -1.5136 1.1941  -0.50
10 O 2.5728 -2.3652 1.1380  0.16
11 O 0.7957 -1.3419 0.2430  -0.22
12 H 1.0266 1.5894 5.3867  0.11
13 H 3.0511 0.1402 5.2900  0.13
14 H 3.3476 -1.3434 3.2654  0.14
15 O -0.6227 2.6641 0.8054  -0.80
16 S -0.4593 4.0654 0.2087  1.04
17 C -2.1145 4.7968 0.0388  -0.28
18 C -3.2003 3.7860 -0.2835  -0.22
19 C -3.6637 2.9991 0.9373  -0.25
20 C -4.6827 1.9376 0.5696  -0.27
21 S -3.8637 0.4952 -0.2307  1.07
22 O -2.3846 0.8638 -0.3920  -0.63
23 C -3.9515 -0.6144 1.1511  -0.40
24 C -5.1245 -1.3286 1.3591  -0.07
25 C -5.2268 -2.1177 2.4935  -0.04
26 C -4.1754 -2.1783 3.4013  -0.05
27 C -3.0043 -1.4743 3.1651  -0.08
28 C -2.8876 -0.6939 2.0237  -0.11
29 C -0.0502 3.9386 -1.5125  -0.43
30 C 0.6424 5.0220 -2.0359  -0.08
31 C 1.0190 5.0025 -3.3704  -0.05
32 C 0.7192 3.9007 -4.1580  -0.05
33 C 0.0247 2.8240 -3.6205  -0.05
34 C -0.3720 2.8347 -2.2916  -0.10
35 H -1.9721 5.5174 -0.7679  0.10
36 H -2.3132 5.3477 0.9593  0.10
37 H -2.8345 3.1201 -1.0660  0.09
38 H -4.0595 4.3197 -0.6984  0.13
39 H -4.1132 3.6870 1.6587  0.13
40 H -2.8234 2.5206 1.4347  0.03
41 H -5.4260 2.3006 -0.1410  0.10
42 H -5.1957 1.5406 1.4430  0.10
43 H -5.9458 -1.2676 0.6547  0.12
44 H -6.1290 -2.6868 2.6713  0.12
45 H -4.2737 -2.7792 4.2954  0.12
46 H -2.1884 -1.5217 3.8757  0.11
47 H -1.9742 -0.1402 1.8061  0.03
48 H 0.9003 5.8668 -1.4082  0.12
49 H 1.5552 5.8430 -3.7893  0.12
50 H 1.0286 3.8800 -5.1941  0.12
51 H -0.2155 1.9749 -4.2459  0.10
52 H -0.9476 2.0088 -1.8867  0.07
53 N 2.8902 -0.1542 -1.4252  0.16
54 C 3.0743 0.8745 -0.5994  -0.67
55 S 1.7715 1.7112 0.1576  0.85
56 N 4.3333 1.2927 -0.4368  0.08
57 C 4.8366 2.3494 0.3946  -0.25
58 C 4.4449 2.4927 1.7167  -0.06
59 C 5.0021 3.5092 2.4772  -0.06
60 C 5.9495 4.3633 1.9304  -0.06
61 C 6.3478 4.1970 0.6125  -0.06
62 C 5.7924 3.1875 -0.1591  -0.02
63 H 1.9620 -0.5069 -1.5765  0.06
64 H 3.6555 -0.6781 -1.8203  0.13
65 H 5.0165 0.9004 -1.0698  0.16
66 H 3.7275 1.8135 2.1533  0.08
67 H 4.7009 3.6269 3.5097  0.11
68 H 6.3867 5.1465 2.5340  0.11
69 H 7.0880 4.8550 0.1788  0.12
70 H 6.1010 3.0551 -1.1892  0.12
71 C -1.3965 -5.8272 2.3756  -0.05
72 C -1.2258 -4.5086 2.7744  -0.07
73 C -0.7476 -3.5715 1.8725  -0.09
74 C -0.4251 -3.9376 0.5644  -0.23
75 C -0.5976 -5.2708 0.1797  -0.07
76 C -1.0840 -6.2085 1.0784  -0.06
77 Si 0.1466 -2.7148 -0.6778  0.71
78 C 1.3325 -3.3269 -1.9614  -0.23
79 C 0.7625 -3.7923 -3.1543  -0.08
80 C 1.5479 -4.3434 -4.1573  -0.06
81 C 2.9212 -4.4295 -3.9914  -0.06
82 C 3.5071 -3.9754 -2.8169  -0.07
83 C 2.7216 -3.4382 -1.8082  -0.10
84 C -1.2465 -1.8830 -1.5782  -0.26
85 C -2.5358 -2.4176 -1.5202  -0.09
86 C -3.5237 -2.0004 -2.4048  -0.08
87 C -3.2393 -1.0361 -3.3583  -0.07
88 C -1.9706 -0.4709 -3.4162  -0.07
89 C -0.9865 -0.8984 -2.5405  -0.13
90 H -1.7686 -6.5606 3.0786  0.11
91 H -1.4650 -4.2168 3.7892  0.11
92 H -0.6334 -2.5420 2.1966  0.08
93 H -0.3442 -5.5850 -0.8270  0.11
94 H -1.2107 -7.2377 0.7708  0.11
95 H -0.3082 -3.7241 -3.3120  0.11
96 H 1.0868 -4.7026 -5.0675  0.11
97 H 3.5352 -4.8571 -4.7730  0.11
98 H 4.5775 -4.0600 -2.6797  0.11
99 H 3.1893 -3.1288 -0.8839  0.08
100 H -2.7659 -3.1844 -0.7880  0.11
101 H -4.5114 -2.4413 -2.3602  0.12
102 H -3.9996 -0.7326 -4.0662  0.12
103 H -1.7491 0.2764 -4.1665  0.10
104 H 0.0203 -0.5066 -2.6724  0.10

---

Record 2
The following is a DFT calculation (ωB97M-V with the def2-TZVPD basis set) of a molecular structure, C47H44F4N8OSSeSiY.

Kohn-Sham gap ... 6.44 eV
Total charge ... -1
Molar mass ... 1040.93 g mol⁻¹
E_tot ... -159405.528 eV
Energy relative to the best compared isomer or geometry (same formula, charge and spin) ... 7.3 kJ/mol

Each line ends with the Löwdin charge.
Geometry (Å):
1 Y -0.3570 -0.3428 0.2054  1.18
2 O -2.2894 -0.9698 1.6011  -0.27
3 C -3.5270 -1.3838 1.0664  -0.22
4 C -3.4194 -1.8019 -0.3746  -0.30
5 C -4.4431 -2.5449 -0.9466  -0.02
6 C -4.3571 -2.9017 -2.2788  -0.06
7 C -3.2407 -2.5137 -3.0009  -0.04
8 C -2.2632 -1.7817 -2.3535  -0.14
9 N -2.3492 -1.4167 -1.0697  -0.03
10 H -2.4315 -0.0885 2.0714  0.02
11 H -4.2420 -0.5555 1.1188  0.11
12 H -3.9198 -2.2235 1.6486  0.13
13 H -5.2881 -2.8434 -0.3392  0.11
14 H -5.1432 -3.4839 -2.7431  0.10
15 H -3.1079 -2.7750 -4.0413  0.11
16 H -1.3694 -1.4776 -2.8796  0.08
17 F -2.8074 4.8832 -0.1690  0.12
18 C -3.6961 4.6444 0.8057  -0.60
19 F -3.9829 5.8575 1.3457  0.10
20 F -4.8312 4.2293 0.2218  0.12
21 C -3.2123 3.6867 1.8635  -0.13
22 C -3.0635 4.1436 3.1566  -0.01
23 C -2.6846 3.2682 4.1676  -0.07
24 C -2.5239 1.9432 3.8220  -0.14
25 N -2.6575 1.4885 2.5814  0.02
26 C -2.9404 2.3254 1.5584  -0.66
27 S -2.9161 1.6931 -0.0443  0.67
28 H -3.2443 5.1862 3.3779  0.12
29 H -2.5471 3.6007 5.1860  0.09
30 H -2.2708 1.1976 4.5695  0.11
31 N -0.1924 3.4755 -0.2785  0.19
32 C 0.5759 3.1771 0.7561  -0.44
33 N 1.4879 4.0893 1.1285  0.19
34 C 2.2535 3.7273 2.1396  -0.46
35 N 3.2072 4.6028 2.5509  0.15
36 N 2.1618 2.5770 2.8282  0.17
37 C 1.2334 1.7487 2.3801  -0.29
38 N 0.4161 1.9633 1.3502  0.13
39 C 1.1233 0.4474 3.1028  -0.21
40 C 2.0132 0.1292 4.1132  0.00
41 C 1.9011 -1.1090 4.7269  -0.04
42 C 0.9007 -1.9719 4.3244  -0.03
43 C 0.0444 -1.5640 3.3118  -0.11
44 N 0.1522 -0.3802 2.7119  0.05
45 H -0.0491 4.3518 -0.7482  0.12
46 H -0.9759 2.8797 -0.5406  -0.02
47 H 3.4387 5.3475 1.9177  0.09
48 H 3.9237 4.2390 3.1529  0.09
49 H 2.7800 0.8394 4.3809  0.10
50 H 2.6015 -1.4011 5.4992  0.11
51 H 0.7967 -2.9628 4.7426  0.10
52 H -0.7427 -2.2063 2.9388  0.08
53 C 0.5821 -2.3411 -5.8626  -0.12
54 C 1.2932 -2.4675 -4.6741  -0.09
55 C 1.2349 -1.4617 -3.7217  -0.12
56 C 0.4743 -0.3010 -3.9196  -0.33
57 C -0.2223 -0.1931 -5.1250  -0.11
58 C -0.1739 -1.1996 -6.0854  -0.11
59 Si 0.3873 0.9542 -2.4719  0.70
60 C 2.1822 1.6282 -2.4948  -0.29
61 C 2.8865 1.8335 -1.3058  -0.11
62 C 4.1677 2.3731 -1.2990  -0.10
63 C 4.7846 2.7133 -2.4940  -0.12
64 C 4.1152 2.4984 -3.6924  -0.11
65 C 2.8344 1.9629 -3.6860  -0.12
66 C -0.6321 2.3933 -3.2149  -0.33
67 C -2.0087 2.2271 -3.3952  -0.16
68 C -2.8187 3.2557 -3.8566  -0.09
69 C -2.2672 4.4963 -4.1439  -0.11
70 C -0.9025 4.6903 -3.9749  -0.10
71 C -0.0996 3.6500 -3.5212  -0.12
72 H 0.6171 -3.1282 -6.6065  0.09
73 H 1.8798 -3.3579 -4.4822  0.10
74 H 1.7751 -1.5901 -2.7874  0.10
75 H -0.8206 0.6911 -5.3169  0.09
76 H -0.7274 -1.0885 -7.0113  0.09
77 H 2.4436 1.5180 -0.3691  0.06
78 H 4.6881 2.5132 -0.3580  0.09
79 H 5.7856 3.1288 -2.4951  0.09
80 H 4.5937 2.7464 -4.6331  0.09
81 H 2.3274 1.7974 -4.6320  0.10
82 H -2.4656 1.2726 -3.1486  0.09
83 H -3.8844 3.0949 -3.9666  0.10
84 H -2.8970 5.3078 -4.4882  0.09
85 H -0.4609 5.6556 -4.1965  0.09
86 H 0.9633 3.8221 -3.3912  0.09
87 F 1.6653 -0.4925 0.3788  -0.51
88 C 3.3558 -5.9146 4.4570  -0.07
89 C 2.4768 -5.3070 3.3950  -0.30
90 C 1.0987 -5.4652 3.4163  -0.05
91 C 0.2778 -4.8899 2.4477  -0.33
92 C -1.2074 -5.1087 2.5462  -0.11
93 C 0.8430 -4.1332 1.4048  -0.55
94 Se -0.3291 -3.3608 0.0936  0.65
95 C 2.2399 -3.9994 1.3509  -0.29
96 C 2.9318 -3.3011 0.2131  -0.09
97 C 3.0212 -4.5727 2.3505  -0.03
98 H 2.7582 -6.3949 5.2329  0.07
99 H 3.9836 -5.1592 4.9352  0.07
100 H 4.0239 -6.6698 4.0361  0.07
101 H 0.6416 -6.0461 4.2130  0.10
102 H -1.4493 -5.7064 3.4274  0.07
103 H -1.5816 -5.6178 1.6557  0.06
104 H -1.7542 -4.1638 2.5917  0.05
105 H 2.3430 -2.4718 -0.1666  0.00
106 H 3.1009 -4.0089 -0.6041  0.08
107 H 3.9008 -2.9126 0.5308  0.08
108 H 4.0991 -4.4425 2.2991  0.11

---

> Which of these has the highest total charge?

C47H44BrN3O4RuS3Si

---

> Which value of molar mass does entry 2 give?

1040.93 g mol⁻¹